Here is C53H107F3N4O17Tl as an isolated structure at a distorted geometry from the Open Molecules 2025 dataset. Energies are from ωB97M-V/def2-TZVPD.

The geometry in XYZ format:
```
185
Properties=species:S:1:pos:R:3:forces:R:3:mulliken_charge:R:1
Tl 0.091 -1.765 -0.359 0.1 -1.4 -0.2 1.4599
C 4.091 -7.007 4.204 0.4 0.4 -0.8 -1.4732
C 3.792 -5.525 4.338 -1.4 0.3 1.3 0.4703
C 2.620 -5.304 5.355 0.1 -0.8 0.0 -0.5038
C 2.362 -3.836 5.449 0.8 -0.3 -0.5 -1.5743
N 1.109 -3.439 6.135 -0.1 -1.0 -0.4 0.9559
C -0.141 -3.982 5.339 0.9 0.3 0.5 -0.3900
C -1.039 -2.747 5.284 0.6 -1.1 -0.9 -0.7823
C -0.006 -1.610 5.132 -2.5 0.3 0.3 -0.4101
C 0.980 -1.954 6.198 0.9 0.2 -0.2 -0.7639
C 1.062 -4.040 7.501 0.3 0.4 -0.2 -1.4765
C 2.230 -3.676 8.426 -0.7 -0.4 -1.5 -0.1076
C 1.923 -4.314 9.733 0.6 -0.3 1.2 -1.4693
H 3.243 -7.460 3.683 0.1 -0.2 0.3 0.2848
H 4.306 -7.497 5.148 -0.2 0.0 0.2 0.4063
H 4.972 -7.151 3.574 -0.1 -0.1 0.0 0.3964
H 3.349 -5.125 3.429 0.5 0.0 -0.5 -0.4814
H 4.621 -4.871 4.651 0.0 -0.4 -0.2 0.4672
H 2.833 -5.726 6.347 0.1 -0.1 -0.3 0.3579
H 1.717 -5.798 4.969 0.3 -0.2 0.0 0.3730
H 2.355 -3.521 4.416 -0.4 0.9 -0.2 0.4586
H 3.231 -3.396 5.928 -0.2 0.5 0.2 0.6273
H -0.451 -4.857 5.920 -0.4 0.3 -0.3 0.2507
H 0.222 -4.330 4.368 -0.2 0.3 0.0 0.1841
H -1.574 -2.669 6.222 -0.3 0.2 0.2 0.4124
H -1.740 -2.833 4.442 0.2 0.2 0.3 0.4178
H -0.615 -0.734 5.367 0.7 0.4 -0.1 0.5018
H 0.329 -1.526 4.104 0.5 -0.1 0.0 0.0608
H 0.657 -1.743 7.211 -0.4 0.4 0.0 0.5282
H 1.971 -1.513 6.064 -0.1 -0.1 0.0 0.2942
H 0.978 -5.102 7.322 0.1 -0.3 0.4 0.5703
H 0.124 -3.690 7.934 0.0 -0.1 0.1 0.6135
H 2.310 -2.596 8.450 0.1 0.3 0.4 0.3830
H 3.183 -4.052 8.049 -0.1 -0.1 -0.1 0.2421
H 1.010 -3.965 10.192 -0.4 0.2 0.0 0.3666
H 2.718 -4.064 10.420 0.2 -0.1 0.4 0.4236
H 1.885 -5.408 9.687 0.0 0.2 -0.2 0.3445
C -0.447 -0.175 -10.853 -0.4 -0.3 -0.2 -1.3473
C 0.297 0.643 -9.835 0.7 0.2 -0.1 -0.3373
C -0.451 0.634 -8.524 -0.2 1.1 0.4 -0.4884
C 0.397 1.176 -7.361 0.2 0.1 -2.8 -1.5476
N -0.325 1.341 -6.136 0.0 -0.2 -0.4 0.6581
C -1.116 2.583 -6.157 -0.1 0.9 0.7 -0.4554
C -0.105 3.719 -5.937 0.7 -1.0 0.6 -1.1194
C 1.035 3.003 -5.101 -0.4 1.0 0.1 -0.3498
C 0.733 1.520 -5.118 -0.6 0.2 1.2 -0.2203
C -1.159 0.181 -5.836 -1.1 -1.1 0.5 -1.4314
C -0.397 -1.112 -5.729 -0.3 -1.3 0.3 1.1720
C -1.376 -2.291 -5.570 -0.4 0.1 -0.7 -1.6433
H 0.119 -0.388 -11.762 0.0 0.0 0.2 0.3897
H -1.352 0.362 -11.147 0.0 -0.1 -0.1 0.3260
H -0.772 -1.094 -10.369 0.0 -0.3 -0.3 0.3431
H 0.370 1.653 -10.260 0.2 0.0 0.5 0.3121
H 1.318 0.285 -9.649 -0.1 -0.1 -0.3 0.4104
H -0.772 -0.354 -8.207 0.1 -0.3 -0.5 0.3425
H -1.373 1.205 -8.704 0.1 0.0 0.4 0.2616
H 0.843 2.154 -7.559 0.1 -0.2 -0.4 0.5584
H 1.200 0.480 -7.190 0.3 -0.2 0.0 0.6324
H -1.760 2.450 -5.287 -0.1 0.5 0.1 0.5883
H -1.749 2.722 -7.027 0.2 -0.5 -0.3 0.4184
H -0.583 4.479 -5.343 -0.1 0.4 0.1 0.5207
H 0.327 4.178 -6.831 -0.4 -0.2 0.0 0.3128
H 1.006 3.406 -4.087 0.0 -0.3 0.1 0.0421
H 2.022 3.236 -5.483 0.1 0.0 -0.2 0.4653
H 0.242 1.165 -4.229 0.2 0.2 0.9 -0.3095
H 1.539 0.836 -5.322 0.4 0.0 0.0 0.2548
H -1.925 0.063 -6.609 0.1 0.3 0.0 0.5853
H -1.697 0.395 -4.910 0.2 0.0 0.1 0.8745
H 0.259 -1.195 -4.876 0.3 0.5 0.3 -0.7740
H 0.223 -1.299 -6.604 0.1 0.0 -0.1 0.3699
H -0.853 -3.242 -5.466 0.1 0.2 0.2 0.4051
H -1.981 -2.412 -6.486 0.0 0.1 0.3 0.4014
H -2.056 -2.163 -4.718 0.2 0.0 -0.1 0.2369
C -8.371 0.580 4.355 1.2 0.2 0.2 -1.0723
C -8.747 1.400 3.124 -0.8 0.1 0.3 -0.7748
C -8.230 0.720 1.896 0.9 -0.5 -1.0 -0.1539
C -6.808 1.242 1.593 -1.5 -0.4 1.5 -1.3547
N -6.315 0.946 0.256 -0.1 1.0 -0.1 0.6491
C -4.867 1.352 0.221 -0.1 -0.3 0.7 -0.9520
C -4.875 2.839 -0.112 0.6 -0.1 -0.4 -0.8189
C -6.106 3.063 -0.996 -1.4 0.0 1.3 -0.7653
C -7.001 1.803 -0.742 0.9 0.0 -2.2 -0.5622
C -6.480 -0.474 -0.090 -0.4 0.1 -1.0 -1.5140
C -5.841 -1.430 0.848 0.8 -0.2 0.5 1.0874
C -5.958 -2.807 0.218 -0.4 0.1 0.2 -1.5760
H -8.739 0.920 5.329 -0.1 0.1 -0.4 0.3705
H -7.266 0.623 4.408 -0.3 -0.2 0.3 0.2687
H -8.615 -0.482 4.225 -0.2 0.3 0.0 0.2978
H -8.347 2.419 3.107 -0.2 0.0 0.6 0.3425
H -9.821 1.480 3.010 -0.3 0.1 0.3 0.3287
H -8.831 0.935 1.015 -0.4 0.0 0.1 0.4685
H -8.270 -0.370 2.071 0.2 0.4 -0.4 0.1614
H -6.110 0.848 2.317 0.2 -0.1 0.2 0.5044
H -6.870 2.317 1.734 0.4 0.2 -0.3 0.6109
H -4.380 0.685 -0.479 0.3 0.2 -0.4 0.7820
H -4.562 1.057 1.226 0.9 0.4 -0.3 0.1769
H -3.977 3.108 -0.655 0.3 -0.1 0.0 0.3577
H -4.909 3.469 0.786 -0.1 -0.3 -0.2 0.4293
H -5.960 3.271 -2.062 0.3 -0.4 0.3 0.3755
H -6.650 3.910 -0.582 0.0 0.2 -0.3 0.2691
H -6.942 1.187 -1.642 -0.4 0.2 -0.1 0.4428
H -8.055 1.981 -0.544 0.2 0.0 0.4 0.4109
H -6.119 -0.536 -1.127 0.3 -0.3 0.3 0.6017
H -7.547 -0.630 -0.165 -0.4 -0.2 0.1 0.6503
H -6.408 -1.455 1.792 0.3 0.1 -0.1 0.1736
H -4.794 -1.134 1.062 -0.5 -0.4 -0.1 -0.4268
H -5.412 -2.904 -0.719 0.2 0.0 0.2 0.2415
H -7.025 -2.916 0.011 -0.1 -0.5 -0.2 0.4922
H -5.671 -3.570 0.936 0.2 -0.1 -0.2 0.3651
C 3.195 9.561 0.050 0.8 0.6 -0.1 -1.2714
C 4.259 8.494 -0.119 -0.7 -1.4 -0.1 -0.4749
C 3.584 7.067 -0.165 0.9 1.0 0.4 -0.2672
C 4.680 6.083 -0.509 0.4 -0.7 -0.1 -1.4053
N 4.307 4.638 -0.349 -1.2 0.3 0.0 0.6507
C 5.384 3.678 -0.694 0.3 0.4 -0.7 -0.5843
C 4.666 2.415 -1.237 1.3 -0.4 -0.2 -0.2426
C 3.189 2.770 -1.305 -0.5 -0.9 0.8 0.3559
C 3.138 4.263 -1.243 0.6 0.4 -0.1 -0.9915
C 3.915 4.391 1.048 -0.4 0.5 1.0 -0.9664
C 4.853 5.008 2.053 -0.2 -0.4 2.7 -0.3607
C 4.385 4.548 3.502 0.9 0.8 -0.8 -1.4521
H 3.722 10.520 0.113 -0.4 0.0 0.1 0.3929
H 2.612 9.435 0.972 0.0 -0.1 -0.4 0.3345
H 2.575 9.592 -0.852 -0.2 0.0 0.4 0.3247
H 5.031 8.535 0.668 -0.4 -0.1 -0.1 0.3694
H 4.790 8.596 -1.060 0.1 0.4 -0.2 0.3685
H 2.769 7.044 -0.896 0.1 0.1 0.2 0.3642
H 3.186 6.903 0.844 -0.1 -0.2 -0.3 0.2705
H 5.544 6.220 0.142 0.0 0.2 -0.1 0.3705
H 5.048 6.172 -1.534 -0.2 0.2 0.0 0.6782
H 5.986 3.585 0.192 0.2 -0.5 0.3 0.3533
H 6.014 4.223 -1.396 0.0 -0.4 -0.4 0.3714
H 4.839 1.548 -0.571 -0.2 0.4 -0.4 -0.0423
H 5.101 2.142 -2.219 -0.4 0.1 0.5 0.2895
H 2.692 2.296 -0.436 0.0 0.4 -0.4 -0.0242
H 2.666 2.339 -2.152 0.1 0.2 -0.2 0.1127
H 2.242 4.689 -0.818 -0.3 0.1 0.0 0.4545
H 3.384 4.757 -2.182 -0.2 -0.1 -0.3 0.4197
H 3.884 3.322 1.249 -0.1 -0.1 -0.3 0.5371
H 2.895 4.776 1.178 0.3 -0.1 0.1 0.5553
H 4.900 6.096 2.159 -0.3 -0.1 -0.7 0.2291
H 5.900 4.673 1.992 -0.4 -0.1 -0.4 0.3886
H 4.324 3.472 3.546 0.0 -0.4 0.2 0.3807
H 3.420 4.975 3.816 0.4 0.0 -0.2 0.3337
H 5.199 4.904 4.159 -0.7 -0.3 0.1 0.4085
C 1.259 -4.900 0.934 0.6 0.1 0.9 1.2919
O 1.607 -4.565 -0.408 -2.3 0.1 0.6 -0.0306
O 0.151 -4.265 1.373 0.5 0.0 -1.3 -0.8089
C 1.161 -6.530 1.080 -1.0 5.1 0.8 0.5104
F 2.247 -7.088 0.637 1.0 -1.3 -0.6 -0.2619
F 1.042 -6.760 2.399 0.2 -0.8 0.7 -0.2432
F 0.073 -6.945 0.505 -0.8 -1.4 -0.9 -0.2552
C 2.892 -4.670 -0.862 2.1 0.0 -0.7 -0.2967
C 4.001 -4.396 0.148 0.0 -0.1 0.5 -1.0807
H 4.238 -5.239 0.819 -0.2 0.2 -0.3 0.2185
H 4.906 -4.158 -0.404 0.2 0.1 0.0 0.4520
H 3.727 -3.535 0.769 0.2 -0.1 -0.1 0.1040
H 2.998 -3.901 -1.631 -0.2 0.0 -0.1 0.2613
H 3.087 -5.627 -1.369 -0.2 -0.1 0.1 0.2568
H 2.147 -4.633 1.544 -0.1 -0.2 0.1 -0.9275
O -2.841 0.310 2.904 1.7 -1.6 -1.9 -0.6576
C -1.908 -0.562 1.862 -2.2 0.7 1.2 1.1954
O -0.759 -0.140 1.768 0.8 0.0 -0.4 -0.6841
O -2.528 -1.466 1.349 0.0 0.0 -0.1 -0.5996
H -2.155 0.897 3.224 0.1 0.4 0.2 0.2141
O 4.219 -0.629 1.893 -3.1 -0.6 -1.5 -0.6890
C 2.849 -0.859 1.187 0.9 0.6 0.6 0.2929
O 2.169 -1.787 1.670 0.5 1.2 -1.1 -0.1286
O 2.621 -0.041 0.239 0.3 -1.6 1.6 -0.4056
H 4.517 0.012 1.249 0.6 0.4 -0.1 0.2848
O -1.765 2.447 -2.401 1.2 -2.5 0.7 -0.7094
C -0.750 1.248 -1.714 -0.2 2.1 0.7 0.8628
O -1.382 0.195 -1.608 1.0 0.2 0.0 -0.6820
O 0.343 1.720 -1.363 -2.1 -0.9 -1.2 -0.5543
H -1.119 3.142 -2.472 0.4 0.6 0.1 0.1899
O -1.815 -4.905 -2.964 0.1 2.8 1.5 -0.5670
C -1.635 -3.691 -2.209 -0.5 1.3 1.5 0.6569
O -0.384 -3.471 -1.859 -0.4 -0.2 -0.3 -0.1043
O -2.532 -2.915 -1.835 0.7 -2.2 -1.6 -0.6140
H -0.938 -5.303 -2.932 0.2 -0.2 -0.1 0.3333
O 3.111 0.163 -2.838 -1.2 -1.5 -1.7 -0.5889
C 2.354 -0.987 -3.463 1.0 0.0 2.3 0.0948
O 1.607 -1.580 -2.570 0.7 1.0 -2.0 -0.1093
O 2.631 -1.256 -4.641 -0.9 0.8 1.9 -0.6870
H 2.770 0.181 -1.936 -0.1 -0.2 0.3 0.0698
```
Positions in Å, forces in eV/Å.

Its charge is +1. Its calculated total energy is -110300.66742 eV. Its multiplicity is 1. Its LUMO energy is -4.14 eV.